Entry 1:
Here is C9H10N2 in the gas phase at a distorted geometry from OMol25. Energies are from ωB97M-V with the def2-TZVPD basis set.

```
21
Properties=species:S:1:pos:R:3:forces:R:3
N 3.325 1.615 0.927 1.6881 1.3209 1.1265
C 2.552 0.949 0.440 1.1204 0.1503 0.8120
C 1.560 0.231 -0.171 -4.4751 -0.8718 -4.7295
C 0.925 1.425 -1.178 3.4702 -0.2962 -0.0874
C -0.116 2.101 -0.785 -0.9003 0.1283 -0.1718
C -1.011 1.499 0.237 4.7770 0.7260 2.1789
C -0.877 0.000 0.268 -0.7247 0.6413 4.4452
C 0.480 -0.499 0.723 0.9232 1.4947 -0.1687
C 0.673 -1.987 0.379 1.0662 -0.2374 1.6152
C 1.632 -1.932 -0.777 -0.2595 0.0723 0.9129
N 2.046 -0.799 -1.100 1.4975 1.1532 -0.1070
H 1.666 1.860 -1.956 -1.1881 -1.1268 1.4640
H -0.385 3.084 -1.170 0.0594 -0.2853 -0.2915
H -0.666 2.069 1.174 -1.1890 -1.0889 -0.6274
H -1.938 1.692 -0.045 -4.4246 1.3309 -0.6286
H -1.672 -0.369 1.004 0.9476 0.1177 -1.0494
H -1.137 -0.266 -0.683 -0.4582 -1.4297 -2.5541
H 0.715 -0.132 1.752 -0.5702 -0.9162 -0.4900
H -0.280 -2.364 0.060 -0.4331 -0.6675 0.0227
H 1.095 -2.610 1.241 -0.6961 0.7231 -1.1866
H 2.073 -2.757 -1.282 -0.2309 -0.9388 -0.4854
```
Forces are in eV/Å.

Properties
HOMO-LUMO gap ... 10.6561 eV
Energy above the lowest of the compared OMol25 structures with the same formula, charge and spin ... 2.937 eV
Structure (SMILES) ... N#C[C@]12C=CCC[C@H]1CC=N2
Highest occupied orbital energy ... -9.83 eV
LUMO energy ... 0.030 hartree
DFT total energy ... -458.362463 a.u.

***

Entry 2:
Here is a molecular structure, C24H14Cl5OPPd at a distorted geometry from OMol25. Energies are from ωB97M-V with the def2-TZVPD basis set.

```
46
Properties=species:S:1:pos:R:3:forces:R:3
Pd -0.192 1.435 -0.287 -1.4858 -0.8737 -1.7691
Cl -6.291 4.591 -1.959 -0.0501 0.0433 -0.0151
C -5.020 3.836 -1.080 0.1105 -0.0127 -0.0482
C -3.702 3.958 -1.507 -0.0995 0.0313 0.0584
Cl -3.324 4.902 -2.894 0.0366 0.0253 -0.0843
C -2.689 3.327 -0.803 -0.3203 -0.1566 0.1238
Cl -1.036 3.461 -1.327 0.1728 -0.1697 -0.3357
C -2.920 2.525 0.340 0.1984 0.0946 0.0645
O -1.986 1.891 0.942 -0.0965 0.3430 0.2113
C -4.272 2.462 0.769 -0.0869 0.0984 -0.1250
Cl -4.593 1.553 2.192 -0.0006 -0.0839 0.0706
C -5.292 3.083 0.069 0.1840 -0.0115 0.0176
Cl -6.915 2.932 0.609 -0.0889 -0.0056 0.0378
C -1.178 -0.071 3.144 -0.0558 -0.1162 -0.1197
C -1.214 -1.043 2.152 -0.1166 -0.0021 0.1516
C -0.270 -1.042 1.143 0.0674 0.1271 -0.1210
C 0.729 -0.050 1.110 0.3075 0.1449 -0.1127
C 0.755 0.927 2.131 0.1208 -0.4778 0.3586
C -0.191 0.905 3.141 0.1737 0.1147 -0.0265
P 2.072 0.054 -0.155 0.6625 -0.4197 0.1345
C 3.212 -1.275 0.407 -0.1702 -0.0380 0.0490
C 3.032 -1.964 1.604 0.0892 -0.0357 -0.1593
C 3.947 -2.932 1.995 -0.0167 -0.0112 0.0589
C 5.044 -3.219 1.197 0.0330 -0.0374 0.0451
C 5.238 -2.525 0.011 0.0289 0.0145 -0.0567
C 4.334 -1.548 -0.375 -0.0647 0.0371 0.0546
C 1.185 -0.695 -1.563 0.0893 0.1602 0.0737
C 1.515 -1.816 -2.310 -0.1090 0.0394 -0.0361
C 0.727 -2.147 -3.408 -0.0001 -0.0357 -0.0154
C -0.363 -1.364 -3.749 0.0993 -0.0765 0.0182
C -0.706 -0.246 -2.989 -0.4517 0.5090 0.1231
C 0.071 0.075 -1.900 0.9407 0.6156 1.4290
H -1.938 -0.064 3.914 0.0031 0.0062 -0.0018
H -1.998 -1.789 2.156 0.0183 -0.0116 0.0126
H -0.283 -1.808 0.378 -0.0398 0.0480 -0.0600
H 1.558 1.654 2.141 -0.0809 0.1076 -0.0687
H -0.176 1.665 3.910 -0.0112 -0.0080 -0.0013
H 2.178 -1.749 2.233 -0.0214 -0.0202 0.0278
H 3.801 -3.465 2.926 0.0033 0.0050 -0.0061
H 5.753 -3.977 1.505 -0.0036 0.0027 -0.0111
H 6.101 -2.740 -0.606 -0.0075 0.0160 -0.0038
H 4.496 -0.983 -1.287 0.0401 -0.0306 -0.0230
H 2.366 -2.427 -2.039 0.0218 -0.0094 0.0242
H 0.967 -3.024 -3.996 0.0015 0.0263 -0.0154
H -0.961 -1.621 -4.614 -0.0214 0.0301 0.0137
H -1.568 0.347 -3.272 -0.0033 0.0034 0.0574
```
Forces are in eV/Å.

Properties
HOMO-LUMO gap (spin up / spin down) ... 5.9450 / 5.9924 eV
Energy above the lowest of the compared OMol25 structures with the same formula, charge and spin ... 2.189 eV
Highest occupied orbital energy (spin up / spin down) ... -7.78 / -7.76 eV
LUMO energy (spin up / spin down) ... -0.067 / -0.065 hartree
DFT total energy ... -3768.332737 a.u.

***

Entry 3:
Here is 2 unconnected molecules or ions with the total composition C3H3FN2O at a distorted geometry from OMol25. Energies are from ωB97M-V with the def2-TZVPD basis set.

```
10
Properties=species:S:1:pos:R:3:forces:R:3
C 0.737 0.577 0.272 2.0151 1.7874 -0.2546
C 1.493 0.534 -0.876 -0.2786 -0.4305 2.3968
C -0.318 -0.563 -1.354 -2.4765 -1.9010 1.8413
N -0.427 -0.088 0.021 -0.1010 -0.9479 -0.7700
N -1.527 -0.719 1.496 3.8207 -1.6221 -4.4679
O 0.891 -0.251 -1.787 -1.5073 0.4646 0.2575
F -2.534 0.060 1.391 -2.5988 1.9650 0.2175
H 0.984 1.290 1.087 -0.4707 -1.1243 -0.3255
H 2.503 0.696 -1.102 1.0750 0.9287 0.0840
H -1.801 -1.537 0.852 0.5221 0.8801 1.0209
```
Forces are in eV/Å.

Properties
HOMO-LUMO gap (spin up / spin down) ... 7.4963 / 7.4956 eV
Energy above the lowest of the compared OMol25 structures with the same formula, charge and spin ... 7.925 eV
Highest occupied orbital energy (spin up / spin down) ... -8.89 / -8.89 eV
LUMO energy (spin up / spin down) ... -0.051 / -0.051 hartree
DFT total energy ... -400.456025 a.u.

***

Entry 4:
Here is a molecular structure, C39H62IrN10O3PS at a distorted geometry from OMol25. Energies are from ωB97M-V with the def2-TZVPD basis set.

```
117
Properties=species:S:1:pos:R:3:forces:R:3
Ir 0.046 0.846 -0.108 -0.2667 -0.0838 3.1133
C 0.334 2.719 -3.986 0.1077 -0.1765 -0.0706
N -0.024 1.313 -4.155 0.0890 0.2499 -0.3032
C -0.146 0.852 -5.544 -0.0198 0.1119 0.1180
C -0.209 0.493 -3.106 0.4799 -0.0041 0.0765
N 0.592 0.586 -2.023 -1.0728 -0.1953 -0.7450
C 1.976 0.996 -2.197 -0.0127 -0.1642 -0.4580
C 2.678 0.462 -0.988 0.5539 -0.1199 0.0112
N 2.018 1.058 0.200 0.3485 -0.1211 -0.2889
C 2.240 0.246 1.422 0.4256 0.1899 0.1812
C 1.631 0.966 2.587 -0.2516 -0.0034 0.3250
N 0.187 1.211 2.380 0.1017 -0.4084 -0.1767
C -0.504 1.378 3.498 -0.3942 0.4103 -0.2853
N -1.841 1.657 3.476 0.2509 -0.0494 -0.1453
C -2.816 1.164 4.455 0.1057 0.1727 -0.0276
C -2.425 2.386 2.369 -0.0413 -0.3616 0.0364
N 0.171 1.413 4.715 0.3448 -0.4570 0.1855
C -0.332 0.834 5.958 -0.0209 0.1344 -0.0422
C 1.075 2.550 4.933 -0.1726 -0.0819 0.0763
C 2.423 2.491 0.330 0.5917 0.0685 0.2211
C 1.212 3.282 0.691 -0.2724 0.4632 0.1900
N 0.167 2.860 -0.231 -1.0628 0.3187 -1.1608
C -0.552 3.761 -0.919 0.3172 -0.0939 0.2972
N -1.773 3.501 -1.417 -0.0695 -0.0614 -0.2784
C -2.635 2.430 -0.948 0.0024 0.0445 -0.1517
C -2.242 4.145 -2.649 -0.0048 0.0261 0.0888
N -0.055 4.998 -1.154 0.0974 0.3096 -0.0471
C 1.338 5.243 -1.516 -0.1199 0.0377 0.0037
C -0.893 6.200 -1.095 0.1021 -0.0319 0.0324
N -1.150 -0.454 -3.222 -0.2566 -0.1578 0.2987
C -2.394 -0.228 -3.962 0.1493 -0.0687 0.0766
C -1.018 -1.787 -2.640 0.2171 0.2355 -0.2332
H -0.277 3.314 -4.665 0.0131 -0.0310 -0.0165
H 0.126 3.032 -2.964 0.1365 -0.1571 -0.2380
H 1.383 2.909 -4.226 0.0095 -0.0310 -0.0276
H 0.721 1.206 -6.102 0.0219 0.0094 0.0082
H -0.156 -0.234 -5.577 -0.0122 -0.0028 0.0180
H -1.044 1.241 -6.024 -0.0279 -0.0033 0.0034
H 2.408 0.563 -3.101 -0.0530 -0.0371 -0.0530
H 2.094 2.079 -2.275 0.0184 0.0095 0.0089
H 2.558 -0.621 -0.937 -0.0225 -0.0019 0.0382
H 3.745 0.693 -0.995 0.0183 0.0513 0.1479
H 1.749 -0.708 1.277 0.3243 -0.0022 -0.0417
H 3.305 0.066 1.583 0.0990 0.2534 -0.0517
H 1.815 0.382 3.488 -0.1192 -0.0297 0.0379
H 2.163 1.910 2.726 0.0740 -0.1054 0.1772
H -2.479 0.248 4.924 -0.0493 0.0126 -0.0572
H -3.052 1.902 5.221 0.0168 0.0601 -0.0014
H -3.733 0.925 3.920 -0.0066 0.0034 -0.0819
H -3.005 3.225 2.761 0.0033 -0.0011 0.0233
H -1.639 2.771 1.722 -0.0059 0.0319 0.1282
H -3.103 1.750 1.791 0.0294 -0.0239 0.0340
H -0.715 -0.170 5.797 0.0635 -0.0258 -0.0030
H 0.509 0.761 6.645 0.0460 -0.0400 -0.0168
H -1.101 1.440 6.442 0.0329 0.0104 0.0046
H 1.118 3.190 4.055 -0.0246 0.0457 -0.0233
H 0.703 3.159 5.760 -0.0380 0.0184 -0.0334
H 2.087 2.224 5.185 -0.0255 -0.0356 -0.0223
H 3.219 2.627 1.062 0.0647 -0.2888 -0.0015
H 2.817 2.806 -0.631 0.0456 0.0639 0.0048
H 0.879 3.014 1.688 0.0246 0.2814 -0.0205
H 1.410 4.348 0.692 -0.0388 0.0332 -0.1805
H -2.536 1.533 -1.564 -0.0116 0.0572 -0.0163
H -2.406 2.187 0.077 -0.0086 -0.0665 -0.1612
H -3.672 2.765 -1.001 0.0088 0.0463 0.0214
H -1.424 4.650 -3.154 -0.0987 0.0348 0.0633
H -2.636 3.373 -3.313 0.0037 -0.0212 0.0137
H -3.039 4.861 -2.453 -0.0201 -0.0105 0.0372
H 1.845 4.304 -1.725 -0.0154 0.0378 -0.0025
H 1.363 5.854 -2.420 -0.0070 -0.0060 -0.0169
H 1.878 5.786 -0.737 -0.0034 -0.0094 -0.0129
H -1.878 5.958 -0.707 0.0048 -0.0180 0.0051
H -0.426 6.918 -0.419 0.0125 -0.0044 0.0082
H -0.989 6.670 -2.074 -0.0233 -0.0147 -0.0084
H -2.532 0.833 -4.149 0.0198 0.0070 -0.0173
H -2.405 -0.766 -4.910 0.0048 -0.0030 -0.0157
H -3.225 -0.587 -3.353 -0.0022 0.0064 0.0244
H -0.057 -1.877 -2.138 0.0111 0.0432 0.0005
H -1.816 -1.977 -1.936 -0.1868 -0.0181 0.1148
H -1.072 -2.525 -3.443 0.0213 -0.0016 -0.0144
O -2.199 -0.937 2.167 -0.2905 0.0452 0.4265
S -1.584 -1.222 0.920 0.4898 0.1587 -0.5552
O -1.956 -0.294 -0.197 -0.1017 -0.1116 0.3728
O -0.080 -1.159 0.920 -0.3217 -0.4272 -0.8274
C -1.970 -2.905 0.550 -0.1799 -0.1556 -0.1224
C -3.323 -3.221 0.646 0.1290 0.0854 -0.0527
C -3.739 -4.534 0.497 -0.0991 0.0090 -0.0221
C -2.804 -5.533 0.285 0.0059 -0.0962 -0.0069
C -1.454 -5.224 0.209 0.0162 -0.1232 0.0318
C -1.011 -3.908 0.324 -0.3155 0.4062 -0.0548
P 0.772 -3.649 0.248 -0.1173 -0.2980 0.1823
C 1.449 -4.212 1.786 0.0974 0.0273 -0.0142
C 2.634 -4.958 1.866 -0.0491 -0.0341 0.0603
C 3.096 -5.372 3.103 0.0016 0.0222 0.0125
C 2.394 -5.042 4.257 -0.0161 -0.0009 -0.0241
C 1.216 -4.301 4.181 0.0200 -0.0731 0.0740
C 0.745 -3.876 2.956 0.0578 0.0702 -0.0892
C 1.467 -4.390 -1.208 0.0465 0.3253 -0.2344
C 2.857 -4.280 -1.404 -0.0454 -0.0460 0.0565
C 3.427 -4.715 -2.585 0.0026 -0.0312 -0.0324
C 2.622 -5.231 -3.597 0.0189 0.0089 0.0143
C 1.243 -5.295 -3.433 -0.0328 -0.0118 0.0155
C 0.658 -4.858 -2.257 0.1250 -0.0539 0.0887
H -4.040 -2.436 0.857 0.0202 -0.0619 0.0021
H -4.791 -4.777 0.569 0.0413 0.0107 -0.0037
H -3.122 -6.563 0.191 0.0201 0.0155 0.0085
H -0.735 -6.024 0.077 -0.0066 0.0061 -0.0146
H 3.165 -5.262 0.975 -0.0095 0.0112 0.0055
H 3.999 -5.966 3.166 -0.0364 0.0139 0.0045
H 2.758 -5.375 5.221 -0.0151 0.0058 -0.0360
H 0.658 -4.080 5.081 0.0341 0.0349 -0.0276
H -0.171 -3.299 2.898 0.0005 -0.0197 0.0226
H 3.488 -3.861 -0.630 -0.0120 0.0217 -0.0349
H 4.498 -4.652 -2.724 -0.0240 -0.0050 0.0136
H 3.072 -5.576 -4.519 -0.0126 0.0012 0.0221
H 0.621 -5.693 -4.225 0.0157 0.0125 0.0228
H -0.416 -4.906 -2.146 -0.0312 -0.0022 0.0107
```
Forces are in eV/Å.

Properties
HOMO-LUMO gap (spin up / spin down) ... 7.9372 / 5.4482 eV
Charge ... +3
Highest occupied orbital energy (spin up / spin down) ... -14.92 / -14.92 eV
Spin multiplicity ... 2
LUMO energy (spin up / spin down) ... -0.257 / -0.348 hartree
DFT total energy ... -3139.529160 a.u.